ORCA calculation (ωB97M-V with the def2-TZVPD basis set) on a structure of composition C19H27ClN2SeZr.

Geometry as XYZ:
```
51
Properties=species:S:1:pos:R:3:forces:R:3
Zr -0.409207 1.096162 0.499370 1.2 -0.8 -0.9
Se 1.762010 -0.038073 1.951833 -0.8 0.2 -0.6
Cl 0.606526 -2.138151 -2.215656 -0.1 1.5 1.9
N 0.142117 0.642801 4.278636 0.0 0.7 -0.5
N 1.146225 2.385015 3.450019 -0.6 -0.9 -0.2
C 2.040954 3.180388 2.634824 0.2 0.6 0.0
C -1.744813 -0.652804 1.387476 -1.1 0.2 0.2
C 1.342633 2.358191 -0.437209 -0.5 0.9 -0.9
C -0.754388 2.687188 -1.411699 0.6 0.2 0.8
C 0.504540 2.792038 4.602415 0.4 -0.1 -0.6
C -0.563902 -2.766896 -4.570799 -0.3 0.1 -0.2
C 1.893630 -3.008667 -4.376116 0.2 -0.1 -0.3
C 0.456726 -4.593529 -3.244543 0.0 -0.3 -0.1
C -2.463220 0.231768 -0.631180 -0.3 -0.2 1.0
C 0.140003 3.190315 -0.395356 1.0 -0.4 -1.4
C -0.129453 1.715636 5.118249 0.3 -0.6 -0.4
C -0.157173 1.534123 -2.005845 0.4 0.4 0.7
C -1.789916 -0.871668 -0.024768 -0.8 0.7 0.6
C -2.808524 1.171936 0.399938 -0.1 -0.6 0.4
C -0.345853 -0.720745 4.444623 -0.6 -0.6 0.1
C 0.578832 -3.121688 -3.617226 -0.1 -1.7 -2.6
C 0.899607 1.062137 3.210923 -0.2 0.2 1.7
C -2.357273 0.637920 1.665552 -0.7 -1.3 -0.6
C 1.117178 1.313021 -1.398158 0.0 1.4 0.0
H -1.708158 3.164988 -1.660957 0.4 -0.5 0.1
H 1.829700 0.560338 -1.718555 -0.1 0.0 0.3
H 2.026482 -2.029764 -4.856185 0.1 -0.2 0.3
H 0.586532 -5.153372 -4.188800 -0.2 0.1 0.6
H 2.730471 -3.268869 -3.712375 -0.1 0.3 -0.3
H -2.764917 0.258310 -1.677349 0.3 0.3 0.3
H 1.278895 -4.876192 -2.573886 -0.4 -0.1 0.0
H -0.721642 1.625741 6.012567 0.0 -0.1 0.0
H -0.532260 0.948374 -2.837326 -0.1 0.0 0.3
H 2.801288 2.529381 2.205718 0.0 0.1 0.1
H 1.490657 3.682772 1.835436 0.2 0.0 0.2
H -0.475790 -3.475725 -5.412597 -0.2 0.4 0.3
H 2.279276 2.598696 0.055010 -0.3 -0.4 -0.1
H -1.391423 -0.800575 4.067606 0.7 0.1 0.5
H -0.322942 -1.025578 5.506536 0.1 0.3 -0.6
H -0.477678 -1.745649 -4.987819 0.0 -0.4 0.3
H -3.401831 2.088612 0.298347 0.4 -0.4 -0.1
H -1.476123 -1.759889 -0.551523 0.3 0.0 0.0
H 0.294778 -1.384175 3.849316 -0.2 0.2 0.3
H -1.449338 -1.402158 2.118895 0.1 0.4 -0.4
H 0.601823 3.803603 4.934041 -0.1 0.2 0.2
H 1.837231 -3.776900 -5.167326 0.3 0.5 0.2
H 0.006962 4.117018 0.172523 0.0 -0.4 -0.2
H -2.565892 1.061425 2.649907 0.1 -0.1 -0.3
H -1.559829 -2.915710 -4.113677 0.5 0.2 -0.1
H 2.506687 3.929667 3.270466 0.1 0.0 -0.1
H -0.530221 -4.840790 -2.833294 0.3 0.0 0.1
```
Forces are in eV/Å.

Kohn-Sham gap (eV): 6.98
Highest occupied orbital energy (eV): -15.037
Net charge: +2

***

ORCA calculation (ωB97M-V with the def2-TZVPD basis set) on a cluster of 4 separate species, C12H24O3S3 in total.

Geometry as XYZ:
```
42
Properties=species:S:1:pos:R:3:forces:R:3
S -1.671508 -4.568635 -0.457965 1.1 -2.4 -1.0
S -0.622056 4.190649 0.192606 -2.0 -0.3 -2.4
S 4.571630 0.156059 0.431624 0.6 1.6 0.7
O 4.771249 1.514619 1.078082 0.2 -1.2 -0.6
O -1.682058 3.980923 -0.904428 1.1 -0.6 1.5
O -1.908836 -5.989557 -1.047889 -0.2 2.6 1.4
C -1.757729 -0.163914 -2.413632 1.6 -1.7 1.0
C -1.598825 4.309944 1.732992 -3.1 -3.0 -3.1
C 0.033142 -4.719776 0.163876 1.2 0.9 -3.5
C -0.006280 -1.078226 -0.937681 2.7 -5.8 -3.9
C -0.261751 5.902725 -0.050015 3.7 -4.7 -7.6
C -2.206103 0.566848 -1.278452 2.0 -1.8 1.9
C -2.342114 -4.450447 1.204455 0.8 -2.5 1.4
C 3.146453 -0.409854 1.217049 -2.9 -2.5 0.9
C 3.721431 0.490958 -1.094744 3.4 5.9 1.5
C -0.582169 -0.614563 0.168824 -1.1 4.1 1.7
C -1.584334 0.383871 0.065463 0.0 -1.2 -3.5
C -0.531716 -1.085844 -2.239130 -2.4 3.0 -1.5
H 0.592740 6.123831 -0.860551 -2.4 -0.9 1.5
H -0.999810 6.513013 -0.060197 -5.5 3.5 -1.1
H 4.524052 1.047786 -1.686591 -1.4 -0.7 0.5
H -2.504064 4.890948 1.324208 1.3 -0.5 1.5
H -1.963267 3.184419 1.947458 0.7 2.5 -0.8
H -3.040012 1.230217 -1.248520 -0.4 0.4 -0.7
H 2.644293 -1.364238 0.865453 0.5 1.3 -1.0
H 3.139656 -0.792524 2.216678 1.5 0.5 1.2
H 2.830407 1.080218 -0.978355 -0.1 0.8 0.5
H 3.419352 -0.302299 -1.529900 -1.6 -5.9 -3.2
H 2.461498 0.424108 1.270459 -0.4 0.2 -0.4
H -2.337079 -0.153926 -3.387827 1.0 0.2 1.3
H -1.982911 -5.375435 1.769928 0.1 1.2 -0.6
H -2.168069 -3.576966 1.841047 0.0 0.1 -0.7
H -1.037842 4.530406 2.563001 1.1 1.4 1.9
H -0.051392 -1.548943 -3.220815 -1.1 0.8 2.6
H 0.086220 -0.655056 1.003883 -0.4 -0.2 1.1
H 0.851105 -1.926086 -0.782589 -1.6 2.4 -0.4
H -3.352706 -4.728059 1.106361 -1.6 0.4 -0.2
H 0.142049 6.115740 0.744005 5.0 2.5 8.6
H 0.734155 -4.738418 -0.799642 -1.5 0.2 1.9
H -1.852380 1.067799 0.850063 -0.3 -0.2 0.3
H 0.163722 -5.722214 0.582586 -0.2 0.6 0.7
H 0.211855 -3.740101 0.638820 0.4 -0.9 0.6
```
Forces are in eV/Å.

Kohn-Sham gap (eV): 9.36
Highest occupied orbital energy (eV): -9.019
Net charge: 0

***

ORCA calculation (ωB97M-V with the def2-TZVPD basis set) on a cluster of 2 separate species, C4H2O2 in total.

Geometry as XYZ:
```
8
Properties=species:S:1:pos:R:3:forces:R:3
O -0.726684 1.046424 0.726756 0.0 -0.3 -0.2
O -2.527558 -1.629104 -1.302037 0.0 1.1 0.8
C 1.333936 0.220088 0.220874 0.4 0.0 0.0
C -2.470148 -0.713774 -0.631420 -0.2 -1.2 -0.9
C 2.539129 0.096330 0.188951 -0.4 0.1 0.0
C -0.077399 0.117336 0.078614 0.3 0.2 0.1
H -1.674183 0.862432 0.548419 0.1 0.1 0.1
H 3.602910 0.000265 0.169845 -0.2 0.0 0.0
```
Forces are in eV/Å.

Kohn-Sham gap (eV): 8.52
Highest occupied orbital energy (eV): -8.802
Net charge: 0

***

ORCA calculation (ωB97M-V with the def2-TZVPD basis set) on a structure of composition C46H40BiN11O3SSi.

Geometry as XYZ:
```
103
Properties=species:S:1:pos:R:3:forces:R:3
Bi -1.270933 0.562386 0.047890 -0.1 -0.1 0.0
S -4.276430 0.090318 -1.010223 -0.2 0.0 0.0
Si 1.088494 0.159413 2.653973 0.1 0.6 0.5
O -1.086396 0.080172 -1.957476 -0.1 0.0 -0.1
O -5.648287 6.249889 -1.015305 0.0 0.0 0.0
O -3.289412 -0.218368 1.705493 -0.1 0.0 0.1
N -0.222065 -1.279936 0.875647 0.1 -0.1 0.0
N 0.820758 1.661797 0.225174 0.3 0.3 0.1
N 3.766843 -2.488062 -0.606002 0.0 0.1 0.1
N 1.632689 -2.684509 0.592520 0.0 0.0 0.1
N -4.544956 0.099632 1.646180 -0.1 0.0 0.0
N -0.357284 -3.661879 1.378085 0.0 0.0 0.2
N 1.713647 -0.503021 -0.160304 -0.1 0.1 0.0
N -3.861850 3.220271 1.911424 -0.1 0.2 0.0
N -4.532694 3.718974 -0.440301 0.0 0.1 0.1
N 1.521101 1.521639 -2.092522 0.0 -0.1 0.1
N 2.546124 -0.468494 -1.244664 -0.1 -0.1 0.2
C 3.137592 -6.379293 2.799181 0.0 0.0 0.0
C -6.411626 5.262680 -0.329425 0.1 0.0 0.0
C 1.691789 1.880277 -0.840093 -0.1 -0.1 0.0
C 5.414156 2.381176 -0.065787 0.0 0.0 0.0
C 1.702032 0.589333 0.859915 -0.1 -0.3 0.0
C 4.368347 -4.904026 1.312411 0.0 0.0 0.0
C -1.962388 -3.435613 -1.521858 0.0 0.0 -0.1
C 3.103830 1.173343 0.813598 0.0 -0.3 0.0
C -1.641161 -3.576721 -2.873196 0.0 0.0 0.1
C 4.982522 0.134083 -5.019325 -0.1 0.0 0.1
C 0.964002 -3.639181 1.357376 0.0 0.0 -0.3
C -5.176415 0.258143 0.421508 0.2 -0.1 0.0
C -1.520995 1.018212 -2.910355 0.1 0.0 0.1
C 3.082704 2.014586 -0.271481 0.0 0.1 0.0
C 3.197621 -4.168826 1.112881 0.0 0.0 0.0
C 0.125421 -2.257286 -1.232287 0.0 -0.1 0.0
C -5.210684 0.291757 2.806314 0.0 0.0 0.0
C 1.526028 -1.421136 3.546697 0.0 -0.2 -0.2
C 5.453236 1.467115 0.988625 0.0 0.0 -0.1
C -3.739323 4.751896 -1.117865 0.0 0.0 0.1
C -4.202282 3.480775 0.838110 0.2 -0.3 -0.2
C 4.296972 0.827056 1.422169 0.0 0.1 0.1
C -0.617384 0.758556 3.166676 -0.1 -0.1 -0.2
C -7.239171 0.731793 1.649335 0.0 0.0 0.0
C 1.982362 -4.558773 1.757149 0.0 0.1 0.1
C -1.072272 -2.778571 -0.699566 0.1 0.0 0.1
C 2.950814 -2.998279 0.300685 -0.1 0.0 -0.1
C -4.255327 6.129191 -0.741160 -0.1 0.0 0.0
C 0.482793 -2.460994 -2.546609 -0.1 0.0 0.0
C 3.953980 0.729129 -4.343110 0.1 -0.1 0.0
C 5.592333 -1.066220 -4.538160 0.0 0.0 0.0
C 2.122783 1.446600 3.647676 0.1 0.0 -0.1
C 4.128944 -1.056957 -2.635732 0.0 0.0 0.0
C 3.518794 -1.421787 -1.418731 0.0 0.0 -0.1
C -6.545803 0.608253 2.852267 0.0 0.0 0.0
C -6.555286 0.553346 0.467694 0.0 0.0 0.1
C 5.173492 -1.651370 -3.373324 0.0 0.0 0.0
C 4.224489 2.642897 -0.735176 0.0 0.0 0.0
C 1.971711 -5.670823 2.610461 0.0 0.0 0.0
C -0.431411 -3.113738 -3.375144 0.0 0.0 0.1
C -0.971317 -2.558726 0.796499 0.0 0.2 -0.4
C 3.482812 0.137628 -3.143415 -0.1 0.0 0.0
C 4.337807 -6.000848 2.148261 0.0 0.0 0.0
C 0.862263 -1.621075 -0.040130 -0.1 0.1 0.0
C 2.482509 0.506431 -2.253267 0.2 -0.1 -0.3
C -5.964063 3.867786 -0.721423 0.0 0.0 0.0
H -6.515690 3.092804 -0.190255 0.0 0.0 0.0
H -1.447827 0.089732 2.931007 0.1 0.1 0.0
H 2.166478 2.416734 3.141050 0.0 0.0 0.0
H 6.400406 -1.513350 -5.106474 0.0 0.0 0.0
H -2.489048 1.472252 -2.652520 0.0 0.0 0.0
H -8.297965 0.962734 1.641205 0.0 0.0 0.0
H 5.637675 -2.559119 -3.004193 0.0 0.0 0.0
H 5.347846 0.577961 -5.939051 0.0 0.0 0.0
H 3.153122 1.128516 3.829786 -0.1 0.0 0.0
H -3.758476 6.904906 -1.322557 0.0 0.0 0.0
H 5.281158 -4.597853 0.814244 0.0 0.0 0.0
H 2.470350 -1.864386 3.214629 0.0 0.0 0.0
H 1.653574 1.602590 4.625905 0.0 0.0 0.0
H 4.338045 0.079304 2.205113 0.0 0.0 0.0
H 1.055129 -5.957858 3.112768 0.0 0.0 0.0
H -2.690554 4.633305 -0.848409 0.0 0.0 0.0
H -3.845531 4.588517 -2.190946 0.0 0.0 0.0
H -6.093334 3.722543 -1.794769 0.0 -0.1 0.0
H -0.774043 1.807871 -3.058205 0.0 0.0 0.0
H 3.144701 -7.235738 3.464581 0.0 0.0 0.0
H -2.897301 -3.815059 -1.129275 0.0 0.0 0.0
H 4.199075 3.281326 -1.610682 0.0 0.0 0.0
H 6.332069 2.853939 -0.394854 0.0 0.0 0.0
H -0.571715 0.865920 4.254859 0.0 0.0 0.0
H 5.238880 -6.580465 2.314099 0.0 0.0 0.0
H -1.652330 0.496866 -3.865223 0.0 0.0 0.0
H -2.350537 -4.050669 -3.543041 0.0 0.0 0.0
H 3.488029 1.635741 -4.713276 0.0 0.0 0.0
H 6.403449 1.228817 1.451522 0.0 0.0 0.0
H 0.744346 -2.174231 3.437005 0.1 0.0 0.0
H 1.423461 -2.095671 -2.942776 0.0 0.0 0.0
H -0.195935 -3.248836 -4.424782 0.0 0.0 0.0
H -4.590315 0.172925 3.681265 0.0 0.0 0.0
H -7.022041 0.757657 3.811128 0.0 0.0 0.0
H -6.291686 5.388511 0.754792 0.0 0.0 0.0
H -0.839337 1.751405 2.759489 0.0 0.0 0.1
H -4.068433 6.307985 0.325588 0.0 0.0 0.0
H 1.626620 -1.157663 4.604815 0.0 0.0 0.0
H -7.054513 0.631478 -0.489045 0.0 0.0 0.0
H -7.454380 5.436532 -0.592976 0.0 0.0 0.0
```
Forces are in eV/Å.

Kohn-Sham gap (alpha / beta) (eV): 4.69 / 3.64
Highest occupied orbital energy (alpha / beta) (eV): -0.935 / 0.110
Net charge: -2

***

What did we get for max |F|? Answer: 3.1; 10.3; 1.5; 0.8 eV/A, in the order shown.
What did we get for energy relative to the best compared isomer or geometry (same formula, charge and spin)? Answer: 42.1; 189.5; 47.7; 0.0 kcal per mole, in the order shown.
What did we get for DFT total energy? Answer: -102256.3152; -51472.9880; -8270.4617; -95431.9777 eV, in the order shown.